A single C5H3F5O2 molecule at a distorted geometry. Source: OMol25; level of theory: ωB97M-V with the def2-TZVPD basis set.

Each line ends with the natural charge from an NBO analysis.
CARTESIAN COORDINATES (ANGSTROEM)
F -1.43 -1.65 0.96  -0.3158
F -2.34 0.93 -1.36  -0.2841
F -3.51 -0.29 -0.18  -0.3156
F -0.92 -1.34 -1.12  -0.2794
F -2.28 1.22 0.78  -0.3124
O 2.76 0.58 0.86  -0.3344
O 0.69 1.22 -0.26  -0.3952
C -2.30 0.32 -0.21  0.9069
C 0.11 0.21 0.54  -0.0032
C 1.60 0.41 0.22  0.4562
C 2.77 -0.32 -0.38  -0.4149
C -1.13 -0.71 -0.02  0.6160
H 3.41 0.15 -1.17  0.2148
H 2.95 -1.37 -0.17  0.2302
H -0.39 0.64 1.51  0.2309

The calculation puts the total energy at -22905.8842 eV. Its spin multiplicity is 3. As for the largest force on an atom: 0.1808 Eh/bohr. Its charge is 0. The HOMO-LUMO gap (alpha / beta) is 5.13 / 7.60 eV.